# C12H20N3O6

A cluster of 3 separate species, C12H20N3O6 in total in a non-equilibrium geometry (ωB97M-V/def2-TZVPD, the OMol25 dataset).

The HOMO-LUMO gap comes out at 0.3600 Eh. The LUMO energy comes out at -0.1103 Ha. Its net charge is +1. Its multiplicity is 1. As for the HOMO energy: -12.798 eV. The energy relative to the best compared isomer or geometry (same formula, charge and spin) comes out at 0.000 eV.

Cartesian coordinates (Å):
N: 8.338608 -0.307216 -2.882487
C: 7.156155 0.518182 -2.538945
C: 5.777256 -0.228390 -2.593238
N: 4.639015 0.500872 -2.301496
C: 3.572361 -0.465034 -2.401836
C: 4.158273 -1.733189 -2.782732
N: 5.577269 -1.550519 -2.910709
H: 8.099660 -1.251848 -3.180382
H: 8.931276 -0.322085 -2.048116
H: 7.135400 1.468778 -3.161508
H: 7.295338 0.870732 -1.464890
H: 4.538573 1.489477 -2.059132
H: 2.483323 -0.295501 -2.212502
H: 3.699035 -2.735352 -2.964994
H: 6.237244 -2.276984 -3.184763
C: -2.479422 0.248709 0.183289
C: -1.243738 -0.149324 -0.588320
C: 0.004919 0.567531 -0.161597
O: 0.799855 0.508104 -1.350346
C: -0.075158 0.448645 -2.399172
O: 0.241459 0.569415 -3.542413
O: -1.342646 0.236540 -1.966029
H: -3.377811 -0.112567 -0.321547
H: -2.455807 -0.158349 1.195231
H: -2.572986 1.336186 0.248442
H: -1.117493 -1.236759 -0.556356
H: 0.509642 0.077297 0.670787
H: -0.159409 1.619089 0.087883
C: -6.625824 1.380325 2.868036
C: -6.028571 0.044337 3.247037
C: -5.897388 -0.173840 4.727178
O: -4.823116 -1.112316 4.794041
C: -4.050927 -0.897255 3.696225
O: -2.973146 -1.379449 3.520763
O: -4.666765 -0.055347 2.819897
H: -6.471999 1.580057 1.805169
H: -7.695414 1.403788 3.079920
H: -6.145597 2.197133 3.413241
H: -6.588184 -0.764794 2.765911
H: -6.801984 -0.584291 5.175388
H: -5.601275 0.725212 5.275075

Force components x, y, z for each atom (eV/Å):
-0.791 0.449 0.627
-0.042 -0.059 0.573
2.046 1.826 -0.130
-0.241 -5.093 -1.075
1.272 -2.698 -0.865
-0.617 2.350 0.643
-3.125 3.273 1.291
0.374 0.402 0.180
-0.120 -0.473 -0.686
-0.311 -1.261 0.475
-0.457 -0.352 -1.229
0.354 -0.604 -0.181
1.439 0.243 -0.185
0.406 1.351 0.240
-0.090 0.626 0.222
-0.227 0.184 -0.165
-0.903 0.047 0.762
0.256 -0.120 0.614
-0.123 0.021 -0.338
-0.643 0.082 -0.709
0.230 -0.072 0.466
0.990 0.097 -0.256
0.111 -0.131 0.102
0.017 -0.058 -0.067
0.109 -0.057 -0.023
0.113 0.064 -0.014
0.115 0.003 -0.182
-0.161 -0.078 -0.031
0.295 0.234 -0.198
-0.735 0.805 -0.266
-0.401 -0.185 0.379
0.375 0.068 -0.459
0.435 -0.228 0.050
-0.324 0.220 -0.013
0.308 -0.454 0.380
-0.144 -0.116 0.048
0.045 -0.067 -0.014
-0.021 -0.115 0.043
0.056 -0.044 0.122
0.189 -0.141 0.031
-0.061 0.062 -0.162

These are the natural (NBO) partial charges, in e, on atoms 1 to 5: atom 1 (N): -0.8089, atom 2 (C): -0.2775, atom 3 (C): 0.4713, atom 4 (N): -0.4922, atom 5 (C): -0.0460